# 1
6
Properties=species:S:1:pos:R:3 method="wB97M-V/def2-TZVPD" smiles=C#CBr.I e_tot_ha=-2949.0112 largest_force_ha_per_bohr=0.0756 e_above_lowest_ev=1.4972 gap_ev=10.40
C -1.0311 -0.5695 -0.8853
C -1.7672 -0.1705 -0.0562
Br -3.0572 0.2540 1.1743
H -0.0898 -0.5652 -1.3632
I 2.2472 0.9202 0.5527
H 3.6981 0.1310 0.5776

# 2
6
Properties=species:S:1:pos:R:3 method="wB97M-V/def2-TZVPD" e_tot_ha=-2706.0260 largest_force_ha_per_bohr=0.0970 e_above_lowest_ev=3.4539 gap_ev="5.07 / 5.08"
C 0.2457 1.6350 0.0495
C 0.0897 0.3181 -0.0430
N 0.1570 2.8095 -0.0005
Br -3.2366 0.1556 0.1656
H -0.5410 -0.1459 -0.7537
H 0.6719 -0.3390 0.5908